# 1
An isolated molecule of C7H11NO at a distorted geometry. Source: the OMol25 dataset; level of theory: wB97M-V/def2-TZVPD.

Results
- orbital gap (eV) = 9.8
- E_HOMO (eV) = -8.92
- SMILES string = O[C@H]1C[C@H]1/C=C/[C@H]1CN1

XYZ file:
```
20
Properties=species:S:1:pos:R:3:forces:R:3:lowdin_charge:R:1
O 2.18531 1.59368 -0.26511 2.0 0.1 1.0 -0.0817
C 2.53128 0.22379 -0.60064 0.3 1.9 0.7 -0.3036
C 2.58608 -0.65242 0.57222 2.1 -1.2 1.9 -0.1134
C 1.45465 -0.79063 -0.31396 -3.1 2.2 -0.7 -0.2243
C 0.09193 -0.19654 0.13589 -0.4 -1.0 0.8 -0.0256
C -1.05071 -0.85960 -0.15534 0.4 0.3 -0.7 -0.0791
C -2.48629 -0.54779 0.09320 -0.7 1.5 0.5 -0.3164
C -2.85779 0.84914 0.53607 0.0 0.1 0.2 -0.1724
N -3.27473 0.34931 -0.79467 0.7 1.6 -0.8 -0.0215
H 2.85704 1.94991 0.43218 -1.7 -1.2 -2.0 0.1413
H 3.27766 0.07944 -1.39578 -0.6 0.2 0.2 0.1461
H 3.34676 -1.43977 0.55654 -0.3 0.2 0.1 0.1137
H 2.44668 -0.20268 1.56850 -0.1 -0.2 -0.6 0.1278
H 1.36647 -1.55112 -1.05775 0.0 -0.7 0.0 0.1294
H 0.07523 0.67250 0.86306 0.2 -1.1 -1.2 0.1276
H -0.99319 -1.70525 -0.82687 0.4 -0.3 -0.1 0.0971
H -3.17863 -1.34332 0.40352 0.8 0.1 0.0 0.1303
H -3.62752 1.17036 1.31048 0.9 -0.9 -1.2 0.1132
H -1.95684 1.48174 0.51901 -0.6 0.0 0.1 0.0832
H -2.79337 0.91925 -1.58053 -0.5 -1.7 1.8 0.1283
```
Positions in Å, forces in eV/Å.

# 2
A cluster of 4 separate species, C4H15NO3 in total at a distorted geometry. Source: the OMol25 dataset; level of theory: wB97M-V/def2-TZVPD.

Results
- orbital gap (eV) = 9.1
- E_HOMO (eV) = -8.72
- SMILES string = C1CCNC1.O.O.O

XYZ file:
```
23
Properties=species:S:1:pos:R:3:forces:R:3:lowdin_charge:R:1
C -0.90363 -1.13120 -0.60354 -0.5 2.2 -0.8 -0.1698
C -0.66387 -0.44371 -1.98058 0.3 -1.3 0.3 -0.1643
C 0.65114 0.32754 -1.78852 -0.3 0.7 0.4 -0.2130
N 1.14436 0.08451 -0.43658 -0.3 0.1 1.1 -0.0513
C -0.04188 -0.25856 0.33716 -0.9 -1.0 -0.1 -0.2393
H -0.59561 -2.14243 -0.67705 0.3 -1.1 0.3 0.0720
H -1.95921 -1.05482 -0.35523 -0.1 -0.4 0.2 0.1013
H -1.51194 0.16110 -2.22560 -0.3 0.7 -0.2 0.0874
H -0.60119 -1.20689 -2.75990 0.1 0.1 -0.1 0.0977
H 1.41934 0.09969 -2.48037 0.7 -0.4 -0.9 0.0946
H 0.47223 1.39961 -1.89169 -0.1 0.0 0.1 0.1034
H 1.80753 -0.66995 -0.33841 0.2 0.0 -0.5 0.0914
H -0.61261 0.62448 0.62762 0.2 0.2 -0.2 0.0870
H 0.09474 -0.84510 1.24380 0.8 0.3 0.3 0.1038
O 1.48495 -3.47623 0.74743 0.2 0.1 0.4 -0.0476
H 1.27048 -3.96139 -0.05004 -0.1 0.1 -0.2 0.0339
H 1.14056 -2.57894 0.65885 -0.1 -0.3 -0.2 -0.0099
O 1.00759 1.61171 3.64332 0.2 0.2 0.0 -0.0576
H 1.07345 2.53440 3.36595 -0.1 -0.3 0.0 0.0332
H 0.07453 1.43618 3.77377 -0.2 0.1 0.0 0.0247
O -1.30229 2.99919 0.18145 0.0 0.0 0.1 -0.0519
H -1.19718 3.62166 0.90856 0.0 0.0 -0.1 0.0363
H -2.25150 2.86915 0.09958 0.0 0.0 0.0 0.0380
```
Positions in Å, forces in eV/Å.

> Among the records above, which one has the lowest orbital gap?

C4H15NO3